Entry from the Open Molecules 2025 dataset: an isolated molecule of C5H4F2O2 (wB97M-V/def2-TZVPD).

Multiplicity: 1
SMILES: C#COC(F)(F)C(C)=O
Highest occupied orbital energy: -0.36138 hartree
Energy above the lowest of the compared OMol25 structures with the same formula, charge and spin: 1.846 eV

Cartesian coordinates (Å):
C -3.026 1.276 -0.498
C -2.529 0.195 -0.617
O -1.822 -0.859 -0.770
C -0.957 -1.301 0.407
F -1.430 -2.436 0.935
F -1.087 -0.445 1.390
C 0.401 -1.259 -0.234
C 1.265 -0.230 0.371
O 0.713 -1.870 -1.228
H -3.748 2.024 -0.393
H 1.332 -0.275 1.374
H 0.806 0.750 0.150
H 2.160 -0.288 -0.131